(1)
Entry from the OMol25 dataset: 2 unconnected molecules or ions with the total composition C14H25BBr2N3O3S (wB97M-V/def2-TZVPD).

Geometry (Å):
C1 1.4718 0.6173 2.4334
S1 -0.2556 0.2686 2.0232
O1 -0.3688 -1.1887 2.1230
O2 -0.9800 1.0618 3.0179
B1 -0.5881 0.9496 0.2268
C2 0.0184 -0.0334 -0.9571
C3 1.1252 -1.0554 -0.6580
C4 1.9161 -1.4452 -1.9007
N1 1.0596 -2.1534 -2.8666
C5 0.0192 2.4802 0.2114
C6 1.4996 2.6238 -0.2207
C7 1.7559 3.8684 -1.0386
N2 2.4484 3.6463 -2.2959
O3 1.3940 4.9810 -0.7214
C8 -2.1975 0.9718 0.0322
C9 -2.7373 1.6855 -1.0542
C10 -4.0946 1.6736 -1.3035
C11 -4.9207 0.9390 -0.4646
C12 -4.3196 0.2428 0.5715
N3 -3.0160 0.2533 0.8145
H1 1.4946 1.5916 2.9213
H2 1.7578 -0.1650 3.1360
H3 2.1190 0.6105 1.5618
H4 -0.8175 -0.5912 -1.3962
H5 0.3748 0.6254 -1.7683
H6 0.6655 -1.9634 -0.2746
H7 1.8359 -0.7017 0.0891
H8 2.7240 -2.1288 -1.6175
H9 2.3901 -0.5479 -2.3318
H10 1.6292 -2.4820 -3.6393
H11 0.4115 -1.4903 -3.2800
H12 -0.0776 2.9075 1.2157
H13 -0.5917 3.1333 -0.4176
H14 1.8420 1.7674 -0.8000
H15 2.1354 2.7249 0.6654
H16 3.4420 3.8050 -2.1440
H17 2.1546 4.4091 -2.9026
H18 -2.0688 2.2440 -1.6999
H19 -4.5152 2.2289 -2.1362
H20 -5.9946 0.9007 -0.6032
H21 -4.9289 -0.3594 1.2413
Br1 0.2143 -4.7788 -0.1811
C13 0.4575 -5.2869 1.6784
C14 0.5729 -4.0982 2.5994
Br2 2.2715 -3.1932 2.4163
H22 1.3481 -5.9076 1.7075
H23 -0.4129 -5.8828 1.9450
H24 0.5113 -4.4280 3.6345
H25 -0.1750 -3.3302 2.4079

Results
charge	-1
E_LUMO	2.638	eV
HOMO	-0.192	hartree
energy	-177135.3142	eV
HOMO-LUMO gap	7.853	eV
energy above the lowest of the compared OMol25 structures with the same formula, charge and spin	0.000	eV

(2)
Entry from the OMol25 dataset: a molecular structure, C16H34BCaNP2 (wB97M-V/def2-TZVPD).

Geometry (Å):
P1 0.5802 2.5149 -0.7429
P2 -1.9892 -0.4354 2.1004
C1 0.1076 0.7564 -0.3403
C2 -1.2482 0.2068 0.3415
H1 1.0242 0.1156 -0.1911
H2 -0.0452 0.4370 -1.4133
H3 -2.0109 0.9686 0.0785
H4 -1.4852 -0.7468 -0.1949
C3 -0.6715 -1.6965 2.5376
H5 -0.2596 -1.5883 3.5647
H6 0.1585 -1.7641 1.7862
H7 -1.2185 -2.6691 2.4989
C4 -3.2426 -1.6594 1.5347
H8 -2.7946 -2.6043 1.2269
H9 -3.8663 -1.2762 0.7216
H10 -3.9061 -1.8775 2.3815
C5 2.3284 2.5323 -1.1726
H11 2.7611 3.5182 -0.9136
H12 2.5102 2.3372 -2.2420
H13 2.9127 1.7842 -0.6039
C6 -0.6714 2.8425 -1.9610
H14 -1.5688 2.2375 -1.7366
H15 -0.3488 2.5851 -2.9816
H16 -0.9550 3.8940 -1.8840
Ca1 1.0398 0.1977 1.9621
C7 -0.3511 -2.6485 -0.7511
C8 0.7884 -2.8052 -0.0596
C9 2.0450 -3.2612 -0.6730
C10 2.4042 -2.4967 -1.9676
C11 1.9587 -1.0763 -1.9807
C12 0.9209 -0.6816 -2.7684
C13 -0.1589 -1.6509 -3.1883
C14 -0.4332 -2.8572 -2.2372
C15 0.3527 3.4958 0.7207
H17 -1.3222 -2.6411 -0.2333
H18 0.7715 -3.0036 1.0165
H19 1.9587 -4.3284 -0.9471
H20 2.8685 -3.1910 0.0532
H21 3.4944 -2.5500 -2.1029
H22 1.9832 -3.0580 -2.8236
H23 2.6039 -0.3725 -1.4224
H24 0.9070 0.2743 -3.3440
H25 0.0533 -2.0734 -4.1995
H26 -1.1097 -1.0984 -3.3172
H27 -1.4633 -3.1909 -2.4638
H28 0.2231 -3.6858 -2.5642
H29 -0.5611 3.2485 1.2733
H30 0.2787 4.5443 0.4043
H31 1.2039 3.4487 1.4337
B1 -1.3335 3.8895 4.8942
C16 -0.5948 2.7369 4.1195
N1 -0.0450 1.8905 3.5219
H32 -1.9551 4.5502 4.0860
H33 -0.5300 4.5801 5.4756
H34 -2.0993 3.4016 5.6879

Results
E_LUMO (spin up / spin down)	-0.305 / -0.145	eV
HOMO (spin up / spin down)	-0.142 / -0.152	hartree
energy	-56317.5645	eV
HOMO-LUMO gap (spin up / spin down)	3.570 / 3.996	eV
energy above the lowest of the compared OMol25 structures with the same formula, charge and spin	6.688	eV

(3)
Entry from the OMol25 dataset: C18H22N2O in the gas phase (wB97M-V/def2-TZVPD).

Geometry (Å):
C1 1.0826 5.3348 1.6115
C2 2.1989 4.3686 1.8732
C3 3.5192 4.7901 1.8707
C4 4.5585 3.9069 2.1083
C5 4.2793 2.5777 2.3698
C6 2.9693 2.1354 2.3868
C7 1.9228 3.0169 2.1265
N1 0.5913 2.5927 2.1526
C8 0.0311 1.3887 1.7829
O1 -1.1188 1.1325 2.0764
N2 0.8425 0.5468 1.0810
H1 1.6575 0.9468 0.6414
C9 0.2878 -0.6409 0.4692
H2 -0.4691 -1.0180 1.1584
C10 -0.3456 -0.3506 -0.8942
C11 -0.8085 -1.6116 -1.6200
C12 -1.9025 -2.3745 -0.8625
C13 -2.4740 -3.4602 -1.7287
C14 -3.6435 -3.2546 -2.4485
C15 -4.1492 -4.2434 -3.2740
C16 -3.4869 -5.4526 -3.3953
C17 -2.3180 -5.6672 -2.6849
C18 -1.8172 -4.6778 -1.8583
H3 -0.9072 -4.8525 -1.3014
H4 -1.7968 -6.6096 -2.7740
H5 -3.8809 -6.2254 -4.0388
H6 -5.0636 -4.0704 -3.8230
H7 -4.1656 -2.3126 -2.3565
H8 -2.6890 -1.6756 -0.5732
H9 -1.4823 -2.8123 0.0441
H10 0.0445 -2.2741 -1.7857
H11 -1.1977 -1.3263 -2.6005
H12 0.3862 0.1688 -1.5204
H13 -1.1944 0.3191 -0.7424
H14 1.0890 -1.3784 0.3685
H15 -0.0812 3.2377 2.5426
H16 2.7479 1.1074 2.6296
H17 5.0799 1.8827 2.5744
H18 5.5792 4.2577 2.0971
H19 3.7368 5.8301 1.6742
H20 1.4775 6.2899 1.2753
H21 0.4076 4.9480 0.8488
H22 0.5025 5.5094 2.5189

Results
E_LUMO	0.766	eV
HOMO	-0.314	hartree
structure (SMILES)	Cc1ccccc1NC(=O)NCCCCc1ccccc1
energy	-24052.1432	eV
HOMO-LUMO gap	9.311	eV
energy above the lowest of the compared OMol25 structures with the same formula, charge and spin	0.148	eV

(4)
Entry from the OMol25 dataset: a gas-phase ion, C4H9N2 (charge +1) (wB97M-V/def2-TZVPD).

Geometry (Å):
C1 -0.3001 0.4749 0.4324
C2 2.1213 0.8979 -0.2683
C3 -1.4824 -0.3628 0.1150
C4 1.1220 0.0327 -0.0129
N1 -2.5743 0.1322 -0.3627
N2 1.2525 -1.3367 -0.1380
H1 -0.4596 1.5087 0.1222
H2 -0.2361 0.4699 1.5323
H3 1.9823 1.9610 -0.2242
H4 3.0788 0.5381 -0.5916
H5 -2.6538 1.1257 -0.5613
H6 2.1940 -1.6536 -0.3165
H7 -3.3856 -0.4437 -0.5552
H8 -1.4361 -1.4315 0.2886
H9 0.7771 -1.9128 0.5401

Results
charge	+1
E_LUMO	-5.107	eV
HOMO	-0.450	hartree
structure (SMILES)	C=C(N)CC=[NH2+]
energy	-7266.5579	eV
HOMO-LUMO gap	7.126	eV
energy above the lowest of the compared OMol25 structures with the same formula, charge and spin	1.584	eV